[1]
ORCA calculation (wB97M-V/def2-TZVPD) on a 2-piece molecular cluster, C9H14 overall in a non-equilibrium geometry.

The net charge is 0. Its calculated total energy is -9558.9512 eV. The SMILES is Cc1ccccc1.CC.

Each line ends with the Löwdin charge.
Cartesian coordinates (Å):
C -0.7877 1.9083 -0.9901  -0.055
C -0.3482 0.4740 -1.1476  -0.279
C 1.0559 0.2514 -0.9555  -0.071
C 1.5377 -1.0293 -0.9611  -0.124
C 0.7623 -2.0434 -1.5032  -0.102
C -0.6008 -1.8373 -1.5811  -0.089
C -1.2004 -0.5715 -1.4402  -0.047
H -1.8386 2.0678 -1.1305  0.068
H -0.3873 2.4443 -1.8738  0.090
H -0.3217 2.4022 -0.1467  0.059
H 1.6104 1.1099 -0.6184  0.110
H 2.5463 -1.2335 -0.6026  0.110
H 1.2874 -2.9499 -1.7246  0.096
H -1.0840 -2.7064 -2.0589  0.107
H -2.2419 -0.4110 -1.5764  0.099
C -0.1621 1.0217 2.4796  -0.159
C 0.1522 -0.4207 2.1006  -0.173
H 0.4583 1.8175 2.0218  0.062
H -1.2364 1.2235 2.4113  0.070
H 0.1850 1.1495 3.5048  0.053
H -0.7321 -0.8392 1.5647  0.070
H 1.0353 -0.5582 1.4599  0.043
H 0.3103 -1.2699 2.7679  0.062

***

[2]
ORCA calculation (wB97M-V/def2-TZVPD) on one molecule with the formula CH2N4O in a non-equilibrium geometry.

The net charge is 0. Its calculated total energy is -9073.3254 eV.

Each line ends with the Löwdin charge.
Cartesian coordinates (Å):
N -0.3879 1.2932 0.5581  0.119
C -0.2796 -0.0168 0.1913  -0.460
N -0.8319 -1.1075 0.4681  0.215
O 0.1474 -2.1454 -0.7373  -0.032
N 0.8905 -1.2946 -1.2595  -0.142
N 0.8612 -0.1238 -0.9545  0.102
H 0.4214 1.8419 0.2989  0.092
H -0.8212 1.5530 1.4348  0.107

***

[3]
ORCA calculation (wB97M-V/def2-TZVPD) on a 4-piece molecular cluster, C4H16O3S overall in a non-equilibrium geometry.

The net charge is 0. Its calculated total energy is -21384.9044 eV. The SMILES is CCCSC.O.O.O.

Each line ends with the Löwdin charge.
Cartesian coordinates (Å):
C -1.6476 -0.2084 -2.0983  -0.107
C -0.5637 -1.0161 -1.3580  -0.320
C -0.3777 -0.6725 0.0810  -0.514
S 0.1348 1.0800 0.3987  0.816
C 0.4898 0.7956 2.2518  -0.318
H -2.4310 0.1472 -1.4384  0.057
H -1.9939 -0.8805 -2.8766  0.070
H -1.2302 0.6847 -2.5758  0.072
H -0.6857 -2.0898 -1.5311  0.112
H 0.3329 -0.7966 -1.9684  0.095
H -1.1800 -0.9977 0.7511  0.077
H 0.4117 -1.3154 0.4984  0.066
H -0.4003 1.1213 2.7812  0.024
H 1.3299 1.3664 2.6354  0.029
H 0.7471 -0.2522 2.4125  0.032
O 2.9240 -0.9040 0.8860  -0.074
H 2.8982 -0.3691 0.0823  -0.008
H 3.0493 -0.2617 1.6034  0.037
O -3.0517 0.4079 1.6015  -0.073
H -2.3185 0.5144 0.9851  -0.049
H -3.8021 0.1889 1.0334  0.042
O 2.8423 1.1269 -1.3096  -0.086
H 2.2117 1.7737 -0.9675  -0.011
H 2.3106 0.5571 -1.8783  0.030

***

[4]
ORCA calculation (wB97M-V/def2-TZVPD) on C3H3ClI2O as an isolated structure in a non-equilibrium geometry.

The net charge is 0. Its calculated total energy is -33928.0787 eV.

Each line ends with the Löwdin charge.
Cartesian coordinates (Å):
C 0.4964 0.8862 1.4149  -0.823
C 0.2701 -0.9514 -0.7912  -0.339
C -0.6204 0.1917 -0.4158  -1.385
O 1.6182 1.1425 1.2535  0.032
Cl -0.4180 0.9497 2.8394  0.658
I -2.4660 -0.4320 0.3289  0.813
I -0.5180 1.8033 -1.7681  0.817
H -0.2359 -1.5484 -1.4687  0.017
H 0.7161 -1.5596 0.0835  0.110
H 1.1576 -0.4819 -1.4763  0.100

***

[5]
ORCA calculation (wB97M-V/def2-TZVPD) on a 2-piece molecular cluster, C25H45B3F4N2O18PS3 overall in a non-equilibrium geometry.

The net charge is -1. Its calculated total energy is -121184.2275 eV.

Each line ends with the Löwdin charge.
Cartesian coordinates (Å):
C 1.7178 2.6226 -0.0964  -0.089
C 1.2948 3.7277 0.9646  -0.161
C 0.1810 3.3687 2.0337  -0.197
F -0.6902 4.5435 2.1424  -0.065
C -0.6889 2.0627 1.8143  -0.240
C 0.0732 0.6622 1.9926  -0.123
C 1.4815 0.7251 2.7495  -0.183
C 2.2786 -0.6560 2.3800  -0.230
C 3.7539 -0.2357 1.8266  -0.488
S 4.9689 -1.6114 2.1010  0.890
C 5.7489 -2.1361 0.5263  -0.546
N 6.9001 -1.6715 -0.1739  0.039
N 7.0035 -2.4867 -1.2658  0.012
C 5.9313 -3.4273 -1.2671  -0.065
O 5.0971 -3.2224 -0.1325  -0.066
O -1.4284 1.9940 0.5659  -0.125
C -2.6894 2.6689 0.6217  -0.271
O -2.8890 3.5744 -0.5142  0.093
B -1.7070 3.6570 -1.3267  -0.623
O -1.2941 2.6428 -2.2981  0.097
O -0.8872 4.8301 -1.2602  0.131
C -3.9836 1.6398 0.5415  -0.670
O -4.3192 1.5615 -0.8296  -0.127
C -5.7082 1.5747 -1.1801  -0.192
O -5.8021 0.7988 -2.4327  0.073
B -4.4638 0.5968 -2.9681  -0.606
O -3.8120 -0.6895 -2.7022  0.084
O -3.8125 1.6087 -3.7727  0.134
B -6.2174 3.0841 -1.6335  -0.400
O -5.5841 3.8302 -2.7003  0.119
O -7.3136 3.6947 -0.9022  0.069
S -3.3047 -0.0693 1.0149  0.979
C -3.2936 -0.2643 2.8528  -0.348
C -2.9914 -1.8305 3.1213  -0.397
O -1.8678 -2.3580 2.9363  0.049
O -4.0294 -2.7049 3.5978  -0.055
C -3.9371 -4.0035 2.9629  -0.114
C -4.0694 -3.9681 1.3582  -0.296
C -2.7101 -4.5319 0.7063  -0.039
O -5.1527 -4.8283 0.8892  -0.049
C -6.3231 -4.0771 0.6016  -0.406
O -7.3318 -4.2796 1.3323  0.038
C -6.4715 -3.0367 -0.6087  -0.451
S -8.1949 -2.9636 -1.2953  0.675
P -5.2520 2.2984 1.7659  0.999
C -6.5492 0.9562 2.2409  -0.257
O -4.5181 2.6510 3.3118  -0.341
H 2.6199 2.0370 0.3163  0.065
H 2.0953 3.1131 -1.0683  0.098
H 0.9322 1.8508 -0.3756  0.062
H 2.2501 4.0178 1.5486  0.124
H 0.9844 4.7039 0.4324  0.116
H 0.6941 3.3115 3.0666  0.157
H -1.4938 2.0749 2.6495  0.149
H -0.5449 -0.1573 2.4948  0.097
H 0.2873 0.2728 0.9253  0.122
H 1.3220 0.7291 3.8809  0.121
H 2.1770 1.5652 2.4260  0.081
H 2.3738 -1.3364 3.2963  0.103
H 1.7474 -1.2175 1.5238  0.116
H 3.6712 0.1207 0.7461  0.087
H 4.1171 0.6537 2.4693  0.083
H 5.6839 -4.2490 -2.0096  0.140
H -2.8041 3.3590 1.5416  0.159
H -0.4934 2.1771 -1.9782  0.090
H -0.2605 4.8170 -2.0258  0.122
H -6.4337 1.0508 -0.4761  0.149
H -4.1001 -1.2631 -3.4495  0.107
H -2.9129 1.2612 -3.9858  0.115
H -4.6006 3.7688 -2.6074  0.103
H -7.0276 4.5872 -0.5861  0.114
H -4.2777 -0.0509 3.3820  0.068
H -2.4769 0.3003 3.4097  0.087
H -3.0084 -4.6105 3.2760  0.140
H -4.8321 -4.6270 3.3434  0.153
H -4.2451 -2.9195 0.9403  0.124
H -1.8287 -3.8029 0.8031  0.090
H -2.4707 -5.5698 1.1125  0.094
H -2.9236 -4.6402 -0.4243  0.092
H -6.2062 -1.9785 -0.2548  0.072
H -5.7322 -3.2667 -1.4636  0.102
H -8.9908 -2.3371 -0.3343  -0.113
H -7.5629 1.4436 2.0488  0.053
H -6.5037 0.6913 3.3496  0.046
H -6.4320 0.0184 1.5764  0.046
H -5.0347 2.1831 4.0099  0.045
C 10.8716 -1.8348 -2.0012  -0.095
C 9.7400 -1.3560 -2.8949  -0.298
O 10.0198 -0.1318 -3.5516  -0.127
C 10.7911 -0.1567 -4.7905  -0.539
O 10.2652 -0.9915 -5.6619  -0.200
C 12.3296 -0.3843 -4.5618  -0.539
F 12.7684 0.2910 -3.4608  0.081
F 13.0629 0.1013 -5.5963  0.093
F 12.7036 -1.6712 -4.3943  0.097
H 11.3442 -0.9997 -1.4774  0.072
H 10.4958 -2.5515 -1.2635  0.057
H 11.6411 -2.3482 -2.5764  0.053
H 8.8838 -1.1447 -2.2489  0.069
H 9.4113 -2.1414 -3.5820  0.105
H 10.7699 0.9158 -5.0609  0.126

***

[6]
ORCA calculation (wB97M-V/def2-TZVPD) on one molecule with the formula C3H3NO3.

The net charge is 0. Its calculated total energy is -10788.8278 eV.

Each line ends with the Löwdin charge.
Cartesian coordinates (Å):
N 0.8353 -0.5477 -1.1920  0.159
C 0.4196 -0.1737 -0.0227  -0.173
O -0.5276 -0.9233 0.5778  0.054
C -0.9845 -0.4683 1.8046  -0.279
O -0.5726 0.4788 2.3902  0.127
C 0.7137 1.0459 -1.1952  -0.348
O -0.2185 1.6166 -1.7113  0.035
H 0.3656 -1.2677 -1.7497  0.144
H -1.7854 -1.1476 2.1228  0.148
H 1.7265 1.4176 -1.0250  0.132

***

ΔE to the lowest compared entry with this formula, charge and spin for the records above, in order: 118.7 286.8 56.9 201.3 449.3 373.7 kJ/mol